1.
{"formula": "C16H52O18", "method": "ωB97M-V with the def2-TZVPD basis set", "symbols": ["O", "H", "H", "O", "H", "H", "C", "C", "O", "O", "H", "H", "H", "H", "H", "H", "C", "C", "O", "O", "H", "H", "H", "H", "H", "H", "C", "C", "O", "O", "H", "H", "H", "H", "H", "H", "C", "C", "O", "O", "H", "H", "H", "H", "H", "H", "C", "C", "O", "O", "H", "H", "H", "H", "H", "H", "C", "C", "O", "O", "H", "H", "H", "H", "H", "H", "C", "C", "O", "O", "H", "H", "H", "H", "H", "H", "C", "C", "O", "O", "H", "H", "H", "H", "H", "H"], "coordinates": [[-2.74, -2.03, 2.16], [-2.72, -2.97, 2.11], [-3.40, -1.72, 1.55], [-1.83, -4.09, -1.44], [-1.32, -3.39, -1.01], [-2.66, -3.69, -1.63], [2.66, 2.90, -0.98], [1.71, 2.70, 0.19], [1.51, 1.37, 0.68], [2.67, 4.35, -1.24], [2.25, 2.51, -1.90], [3.64, 2.59, -0.89], [0.76, 3.24, 0.15], [2.11, 3.13, 1.18], [2.30, 0.95, 0.84], [3.48, 4.62, -0.97], [0.76, -1.45, -0.94], [0.20, -0.40, -1.95], [-0.59, 0.38, -1.23], [-0.34, -1.99, -0.25], [1.45, -1.03, -0.27], [1.30, -2.22, -1.49], [-0.43, -0.92, -2.60], [0.95, 0.14, -2.55], [-1.17, -0.27, -0.80], [-0.20, -1.93, 0.68], [1.18, -6.06, 1.36], [1.43, -5.09, 0.10], [2.01, -3.90, 0.54], [0.64, -7.26, 0.88], [0.68, -5.59, 2.17], [2.18, -6.30, 1.76], [0.48, -4.80, -0.40], [2.15, -5.52, -0.58], [1.48, -3.36, 1.17], [-0.06, -7.16, 0.19], [1.57, -0.43, 3.55], [0.45, -1.10, 2.84], [0.80, -2.43, 2.57], [1.62, -0.83, 4.88], [1.47, 0.62, 3.37], [2.52, -0.79, 3.20], [0.13, -0.53, 1.96], [-0.43, -0.97, 3.50], [0.74, -2.99, 3.36], [2.46, -0.56, 5.24], [-2.21, 2.90, 1.21], [-3.07, 2.24, 0.17], [-4.24, 3.09, 0.03], [-1.11, 2.15, 1.51], [-2.67, 3.31, 2.12], [-1.64, 3.82, 0.75], [-3.30, 1.23, 0.52], [-2.51, 2.18, -0.84], [-5.00, 2.54, -0.26], [-0.75, 1.83, 0.68], [5.22, 1.20, 1.72], [4.44, 1.72, 2.91], [5.52, 2.40, 3.53], [4.16, 0.67, 0.91], [5.87, 0.28, 2.06], [5.85, 1.91, 1.19], [4.05, 0.92, 3.53], [3.69, 2.41, 2.56], [5.79, 1.73, 4.17], [3.96, -0.24, 1.14], [-1.95, 3.74, -2.86], [-0.47, 3.51, -2.92], [0.12, 4.63, -2.26], [-2.58, 2.49, -3.20], [-2.36, 4.26, -3.70], [-2.29, 3.98, -1.90], [-0.02, 3.50, -3.92], [-0.24, 2.64, -2.42], [0.99, 4.35, -2.00], [-3.53, 2.63, -3.20], [-3.66, -0.72, -3.04], [-5.07, -1.22, -3.12], [-5.19, -2.14, -4.19], [-3.64, 0.24, -2.00], [-3.43, -0.29, -4.01], [-2.82, -1.41, -2.85], [-5.71, -0.35, -3.33], [-5.48, -1.58, -2.12], [-5.84, -2.76, -3.78], [-2.74, 0.54, -1.88]], "mulliken_charge": [-0.564, 0.294, 0.273, -0.678, 0.257, 0.271, -0.875, 0.246, 0.158, -0.633, 0.109, 0.612, 0.109, 0.141, 0.039, 0.333, 0.140, -1.230, 0.127, 0.289, -0.124, 0.433, 0.322, 0.393, 0.226, -0.224, -0.312, 0.022, -0.451, -0.548, 0.243, 0.262, -0.069, 0.309, 0.303, 0.330, -0.669, 0.734, -0.575, -0.600, 0.405, 0.264, -0.481, 0.207, 0.302, 0.350, -0.382, 0.889, -0.622, -0.416, 0.322, 0.201, 0.286, -0.757, 0.336, -0.089, -0.411, 0.272, -0.569, -0.510, 0.252, 0.270, 0.140, -0.092, 0.380, 0.225, -0.937, 1.372, -0.626, -0.433, 0.398, 0.351, 0.316, -1.067, 0.355, 0.271, 0.148, -0.668, -0.504, -0.323, 0.245, -0.063, 0.281, 0.336, 0.346, 0.010], "smiles": "OCCO.OCCO.OCCO.OCCO.OCCO.OCCO.OCCO.OCCO.O.O", "energy_ev": -54282.655, "total_charge": 0, "fmax_ev_per_a": 4.66, "e_above_lowest_kj_mol": 338.5}

2.
{"formula": "C16H53N4O7", "method": "ωB97M-V with the def2-TZVPD basis set", "symbols": ["N", "H", "H", "H", "H", "C", "C", "C", "O", "C", "N", "H", "H", "H", "H", "H", "H", "H", "H", "H", "H", "H", "C", "C", "C", "O", "C", "N", "H", "H", "H", "H", "H", "H", "H", "H", "H", "H", "H", "C", "C", "C", "O", "C", "N", "H", "H", "H", "H", "H", "H", "H", "H", "H", "H", "H", "C", "O", "H", "H", "H", "H", "C", "O", "H", "H", "H", "H", "C", "O", "H", "H", "H", "H", "C", "O", "H", "H", "H", "H"], "coordinates": [[1.05, 0.27, -0.53], [0.37, 0.06, 0.22], [0.98, -0.29, -1.31], [2.04, 0.06, -0.10], [1.02, 1.18, -1.08], [-2.55, 1.77, 0.28], [-2.47, 1.11, 1.64], [-3.28, -0.22, 1.79], [-4.56, -0.01, 1.27], [-5.30, -1.15, 1.28], [-1.07, 0.92, 1.98], [-2.02, 2.72, 0.26], [-3.49, 1.93, 0.03], [-2.11, 0.91, -0.54], [-3.03, 1.71, 2.42], [-3.27, -0.80, 2.60], [-2.75, -0.88, 1.02], [-5.23, -1.76, 0.41], [-6.29, -0.69, 1.18], [-5.19, -1.85, 2.18], [-0.57, 1.85, 2.22], [-0.90, 0.25, 2.87], [-0.28, -3.40, -2.38], [-1.74, -2.76, -2.11], [-2.52, -3.49, -0.95], [-2.62, -4.88, -1.28], [-3.24, -5.69, -0.33], [-1.62, -1.44, -1.79], [-0.16, -4.52, -2.68], [0.20, -3.46, -1.39], [0.51, -2.73, -3.10], [-2.44, -2.66, -2.97], [-3.50, -3.05, -0.82], [-2.10, -3.12, -0.07], [-3.27, -6.72, -0.54], [-4.26, -5.60, -0.32], [-3.05, -5.70, 0.70], [-2.48, -1.25, -1.65], [-1.17, -0.99, -2.64], [3.07, 1.81, 3.99], [2.34, 1.72, 2.61], [1.61, 2.98, 2.20], [0.39, 2.97, 2.96], [-0.38, 4.22, 2.79], [3.32, 1.58, 1.59], [3.41, 2.72, 4.10], [3.92, 1.12, 3.96], [2.14, 1.57, 4.76], [1.75, 0.79, 2.38], [1.34, 3.04, 1.10], [2.09, 3.76, 2.73], [-1.29, 4.14, 3.53], [-0.62, 4.40, 1.71], [0.03, 5.10, 3.39], [3.59, 2.38, 1.17], [4.23, 1.34, 1.92], [4.27, 0.47, -2.42], [3.83, -0.45, -1.39], [3.59, 1.32, -2.61], [4.69, -0.10, -3.45], [5.10, 0.88, -1.84], [4.17, -1.29, -1.60], [2.91, -2.93, 1.08], [1.53, -2.59, 0.93], [3.44, -2.03, 1.35], [3.29, -3.44, 0.30], [2.98, -3.48, 2.05], [0.91, -3.29, 1.28], [0.44, -0.09, -4.33], [-0.26, 0.64, -3.41], [0.55, 0.63, -5.32], [-0.20, -0.88, -4.42], [1.13, -0.71, -3.67], [-0.30, 1.62, -3.91], [1.36, 4.00, -2.10], [2.16, 3.72, -1.06], [1.18, 5.00, -2.09], [0.36, 3.52, -2.13], [1.66, 3.71, -2.91], [2.65, 4.48, -1.02]], "mulliken_charge": [0.575, 0.012, 0.212, 0.141, -0.033, -1.094, 0.296, -0.813, -0.344, -0.799, -0.155, 0.256, 0.719, -0.146, 0.112, 0.903, -0.058, 0.280, 0.291, 0.300, 0.154, 0.248, -0.770, 0.272, -0.702, -0.358, -1.140, 0.030, 0.342, 0.054, 0.161, 0.417, 0.190, 0.444, 0.400, 0.444, 0.417, 0.268, -0.321, -1.442, 0.786, -0.759, -0.515, -0.772, -0.519, 0.480, 0.427, 0.258, -0.056, 0.279, 0.565, 0.259, 0.264, 0.317, 0.126, 0.205, -0.608, -0.316, 0.134, 0.264, 0.304, 0.241, -0.706, -0.383, 0.191, 0.303, 0.343, 0.255, -0.551, -0.694, 0.423, 0.346, -0.055, 0.388, -1.118, -0.364, 0.526, 0.204, 0.491, 0.271], "energy_ev": -37725.369, "total_charge": 1, "fmax_ev_per_a": 9.98, "e_above_lowest_kj_mol": 165.5}